Record 1
Computed, not measured: a 12-piece molecular cluster, C47H95NO25S9 overall at a distorted geometry, with wB97M-V/def2-TZVPD.

Atoms and positions in Å:
S 5.1802 -3.3095 -1.2145
S -2.7346 -3.6471 -0.0505
S 0.6195 -3.9626 3.9181
S -5.0643 0.9954 -1.1823
S 2.0372 -3.2052 -4.7025
S 5.5562 0.6274 -4.4455
S 2.1906 4.2861 -0.7352
S 1.3019 2.0910 -6.3482
S 2.7650 1.7928 7.1893
O -6.8311 -2.3908 4.8647
O 4.2097 0.3457 -4.0072
O 2.9849 5.5004 -0.9811
O 3.4497 -3.6011 -4.4276
O 1.1816 -3.8067 5.2758
O 6.6987 0.3773 -3.6213
O 1.5422 -1.8691 -5.0937
O 3.8107 -3.7664 -1.2061
O 2.4532 3.1330 -1.6049
O -0.7150 0.8422 0.8883
O -5.9450 -0.4397 4.8411
O -1.3141 -4.0272 -0.1843
O 2.7277 2.2482 -6.4968
O -3.5983 -3.7362 -1.2131
O 0.5286 1.3372 -7.3233
O 0.3251 0.4699 -0.8368
O -6.7570 -1.2549 2.9116
O 6.1980 -4.1509 -1.8302
O 1.5480 0.1406 0.9697
O -3.7565 6.5733 5.2335
O -5.7368 2.2688 -1.4090
O -5.0451 0.4312 0.1600
O -0.8114 -4.1521 3.7241
O 3.0897 3.1300 7.6587
O 3.1765 0.6655 8.0247
N -3.6279 6.3208 2.9735
C 0.9993 1.5533 6.7353
C -3.0634 -2.1041 0.8425
C -0.0318 2.2676 -4.0144
C -2.1830 1.3380 2.8492
C -7.9863 -4.5381 5.3248
C 0.3876 3.7368 -4.3281
C 1.3751 -4.4827 -5.9167
C -4.1399 -3.7312 2.2539
C 5.3533 -1.6459 -1.9201
C 5.7060 2.3479 -4.9967
C -0.7746 1.0610 2.3005
C 0.8851 1.6734 5.2166
C -3.3989 -4.7364 1.3353
C 5.9624 1.2424 -7.1540
C 0.1488 5.2398 0.7132
C 3.3772 1.6134 5.5081
C 5.7627 -0.0227 -6.1989
C -3.7823 5.8729 4.2159
C 1.4392 -5.4435 2.8949
C 5.0635 -0.5910 -0.8201
C -3.3880 -2.4266 2.3108
C -5.3011 0.6519 4.2096
C -5.7244 -0.3529 -2.2344
C -4.5604 -0.7762 -3.2867
C -6.5127 -1.3683 4.0598
C 2.1717 -4.7068 1.7096
C -0.0888 -4.8061 -5.4967
C -3.3372 0.8893 -1.9488
C 2.2319 2.1724 4.5587
C 1.1154 4.5279 1.7077
C 2.3713 3.8247 1.0348
C 1.0929 -0.3424 -1.7350
C -3.2190 -0.5735 -2.4981
C -7.3544 -3.5512 4.2835
C 0.9298 -3.8919 -3.3303
C 5.7989 -2.7860 0.4334
C 1.0739 1.3210 -4.6758
C -0.0699 -4.9136 -3.9248
C 0.3774 4.7223 -0.7370
C -4.1855 4.3534 4.2672
C 6.4769 2.3947 -6.2966
C -3.0901 7.6531 2.6034
C 0.5218 0.5803 0.4107
C 1.2295 -2.6593 2.7403
C 5.5572 -1.2061 0.5452
C 2.4502 -3.2806 2.0421
C 0.5315 3.7044 -5.8772
H -6.6949 -0.1022 -2.6626
H 6.1181 2.9185 -4.1645
H -3.6345 8.0407 1.7423
H 5.4788 0.3950 -1.0285
H 1.9968 -5.3619 -5.7474
H 0.4738 -0.5444 -2.6091
H -2.4845 -2.5975 2.8962
H -0.3130 0.2153 2.8101
H 3.5113 0.5360 5.4111
H -2.0914 7.5431 2.1807
H -2.9900 8.4239 3.3676
H 4.3561 2.0816 5.4052
H 0.8590 0.2526 -4.6945
H -0.7693 -3.9887 -5.7354
H 1.2798 -1.7263 3.3017
H -2.3125 1.5803 3.9040
H -3.2109 3.8754 4.3659
H 1.5253 -4.5700 0.8427
H 3.3828 3.9679 1.4150
H 2.7465 -2.6901 1.1752
H 1.5390 5.2438 2.4121
H -4.7053 4.1169 5.1957
H -2.3443 -0.7727 -3.1173
H 1.9022 0.2042 -2.2193
H -3.9619 -5.5916 0.9613
H 5.0563 1.4647 -7.7175
H 0.0163 3.6972 -0.8205
H 7.5268 2.2221 -6.0601
H 1.6422 -4.4583 -2.7304
H 0.0185 2.2058 -2.9273
H -6.5205 -4.0769 3.8186
H -0.4882 3.6345 -6.2559
H -2.3587 -1.2887 0.6794
H -4.6178 -1.7801 -3.7073
H 6.8734 -2.9501 0.3521
H 4.8557 -0.5635 -6.4689
H -1.0822 2.0130 -4.1554
H 6.6139 -0.7033 -6.1859
H -8.0544 -5.5832 5.0230
H 2.0829 -5.9828 3.5898
H 0.5353 -3.0547 -2.7545
H 1.0200 4.5180 -6.4134
H 1.3789 -1.2705 -1.2401
H 5.4027 -3.4253 1.2224
H -3.8481 -1.5745 2.8112
H 2.0439 1.6201 -4.2787
H -0.8196 4.8884 1.0694
H 0.5176 0.7532 4.7626
H -2.7870 0.4519 2.6541
H -7.9974 -3.3347 3.4304
H 4.7071 -1.6398 -2.7979
H -3.2574 1.5908 -2.7792
H 0.5499 0.6232 7.0835
H 5.0217 -0.8662 1.4317
H -4.7749 4.1107 3.3830
H -3.1980 -1.3716 -1.7561
H -0.2494 -5.7357 -6.0427
H -4.6484 -0.0306 -4.0768
H -2.5488 2.2494 2.3763
H -8.9904 -4.1509 5.4976
H 6.5476 -0.7789 0.7021
H -5.7956 1.0500 3.3236
H -2.5669 1.3236 -1.3116
H -4.0353 -1.7870 0.4644
H 3.9885 -0.4555 -0.7017
H 0.5854 3.8466 2.3733
H 2.1699 2.7563 0.9570
H 2.2538 1.8994 3.5037
H 0.6216 -6.1322 2.6823
H 2.1810 3.2610 4.5760
H -7.4407 -4.5404 6.2684
H 6.6721 1.1293 -7.9735
H 0.1468 2.4443 4.9958
H -5.1265 1.5120 4.8560
H -5.9572 -1.1700 -1.5516
H 0.0490 5.2901 -1.6075
H 0.2306 -5.9298 -3.6697
H -3.6214 5.6502 2.2183
H -0.1991 1.9399 2.5910
H -1.0050 -4.6611 -3.4250
H 0.1841 6.3273 0.7784
H 1.4885 -4.1328 -6.9428
H -0.3841 4.4164 -3.9666
H 2.9651 -5.3409 1.3141
H 3.3754 -3.2078 2.6138
H -5.1324 -3.5903 1.8257
H 4.7034 2.7467 -5.1516
H -4.3215 0.2734 3.9178
H 1.3275 3.9542 -3.8206
H -2.5445 -5.1749 1.8509
H 0.5752 -2.6078 1.8701
H -4.3594 -4.1701 3.2272
H 0.5019 2.3270 7.3202
H 6.4030 -1.5556 -2.1995
H 6.4031 3.3743 -6.7690

Cartesian forces (eV/Å) of the 6 atoms listed first:
S 1.8 0.7 -0.3
S 0.7 -2.4 1.6
S 1.1 -1.6 -0.9
S 0.2 -0.9 -0.8
S -0.6 -2.3 -0.2
S -0.5 1.6 -3.2

Structure (SMILES): O=S1(=O)CCCC1.O=S1(=O)CCCC1.O=S1(=O)CCCC1.O=S1(=O)CCCC1.O=S1(=O)CCCC1.O=S1(=O)CCCC1.O=S1(=O)CCCC1.O=S1(=O)CCCC1.O=S1(=O)CCCC1.CCOC(=O)OC.CCOC(=O)OC.CNC(C)=O
Energy relative to the best compared isomer or geometry (same formula, charge and spin): 0.0 kcal per mole
Orbital gap: 0.3525 Eh
E: -7367.0410 a.u.



Record 2
Computed, not measured: a 10-piece molecular cluster, C47H96F12N7O17S4 overall at a distorted geometry, with wB97M-V/def2-TZVPD.

Atoms and positions in Å:
S -1.9341 -7.3890 -7.8392
S -6.6997 -0.1450 1.3782
S 3.1117 0.5581 5.8358
S 6.6334 -9.0056 -0.0269
F 3.5161 3.0847 6.4136
F 7.2888 -11.0530 -1.4945
F 3.8779 1.7641 8.1188
F 5.2341 -10.9967 -0.9649
F -4.3345 -7.9267 -6.7884
F -7.7378 2.4639 1.0116
F -4.3912 -8.1208 -8.9525
F -3.4802 -9.6391 -7.6012
F -9.1858 0.8182 1.6132
F 5.3124 1.8143 6.5518
F 6.5693 -11.7510 0.6156
F -7.8890 1.6178 3.0383
O 4.1299 7.9818 0.4056
O -7.0462 -1.0615 2.4307
O 3.5229 0.7230 4.4587
O -3.1196 1.3828 -5.0574
O -1.3359 -7.8715 -6.6262
O -2.9169 2.9807 7.1448
O 1.5924 -1.8533 -0.3645
O -6.9490 -0.7687 0.0397
O -1.2073 -8.0388 -8.9224
O 3.5314 -0.7579 6.3458
O 5.3810 -8.6351 0.6654
O 6.8160 -8.3259 -1.3041
O -3.8488 -7.2324 5.7404
O -5.2958 0.3863 1.4879
O -2.1437 -5.9476 -7.9916
O 7.8195 -8.9104 0.8201
O 1.7132 0.8998 5.9846
N 6.4308 9.6396 -1.2255
N -4.2656 -5.7019 8.5447
N -0.2598 -4.4258 -0.5865
N -4.9454 0.0860 -7.3111
N 2.4428 2.9939 -7.2003
N -2.6469 5.8942 6.2493
N 4.6020 -3.6573 -6.6498
C -2.8029 -6.1693 8.3442
C 3.1279 -2.1385 -7.6688
C -4.3510 -4.2235 9.0825
C -5.8103 0.3808 -8.5692
C -7.9077 1.3015 1.7199
C 2.5024 2.4063 -5.9830
C 4.6579 -1.4199 -5.9698
C 1.0974 -4.5461 -1.3182
C -4.5213 1.1758 -4.9626
C 4.9621 10.7101 -3.0773
C 5.2072 -2.7449 -5.9257
C -5.2675 1.2714 -6.3116
C -1.4593 -4.1621 -1.5867
C 3.6173 -1.1303 -6.9001
C 3.0887 0.2974 -7.0143
C 3.5991 -3.4405 -7.5036
C 5.1155 -5.1226 -6.5382
C 0.1735 -1.9172 -0.1130
C 7.6072 9.3852 -2.3112
C -2.6040 3.9604 8.1055
C -3.4942 0.0682 -7.7344
C 2.0607 4.4066 -7.3029
C -5.4854 -1.2654 -6.8203
C 6.5675 10.9866 -0.5403
C -4.9349 -6.6522 9.5842
C 2.7633 1.0465 -5.8783
C -1.6326 6.9630 5.7020
C -0.5500 -5.7325 0.0801
C -3.8733 -8.4947 5.0749
C -5.0689 -6.8957 6.3378
C 6.4197 -10.8876 -0.4464
C -1.8768 -5.2834 7.4536
C -0.2557 -3.2718 0.4886
C -3.9686 6.4988 6.6676
C 4.0303 1.9191 6.8208
C 2.6700 2.3266 -8.3408
C 6.4827 8.4059 -0.2861
C -5.1846 -5.6171 7.2243
C -2.8374 5.0163 4.9601
C -1.8739 5.1885 7.4121
C 7.6579 11.1004 0.5459
C 5.4244 8.3704 0.8352
C -3.6712 -8.3349 -7.8878
C 5.0936 9.5331 -1.9524
C 2.8421 0.9102 -8.2411
C 3.8946 6.5603 0.2797
C -3.5762 -3.9736 10.4730
H -0.9113 4.9073 6.9848
H 7.7170 10.1780 1.1237
H -1.2237 -3.2167 -2.0755
H -3.3747 -0.6992 -8.4992
H -2.8860 -7.1272 7.8307
H -1.9831 3.4090 8.8116
H -0.4189 -1.5799 -0.9635
H -0.7665 6.4671 5.2637
H 2.6132 4.9498 -6.5363
H -3.5590 4.2204 8.5621
H 1.0872 -5.4835 -1.8744
H 7.7695 10.2591 -2.9420
H 6.3015 7.5361 -0.9174
H 7.5082 8.2742 0.0590
H -4.4447 -6.7295 10.5547
H -4.9977 -7.6879 9.2503
H -3.2026 1.0540 -8.0966
H 0.3635 -6.0044 0.6090
H -4.8845 -4.7901 6.5807
H -1.2723 -3.1489 0.8622
H -2.3324 -6.2968 9.3192
H 6.1202 -5.1783 -6.1193
H -4.3280 7.0050 5.7716
H 1.9526 -4.4633 -0.6474
H -3.5347 4.2009 5.1525
H 4.2229 5.9932 1.1507
H -1.4422 -5.5201 0.6690
H 8.4953 9.2535 -1.6931
H 6.7497 11.7105 -1.3345
H 2.8386 6.2984 0.2134
H 5.7732 7.6352 1.5604
H -3.5445 -2.8943 10.6225
H -1.8961 4.6281 4.5711
H 0.1254 -1.1255 0.6347
H -6.2188 -5.4569 7.5287
H -5.3946 -3.9103 9.1125
H 1.9843 -1.5125 0.4429
H 1.0979 -3.7600 -2.0733
H -4.8301 -1.7990 -6.1318
H -1.5571 5.9064 8.1686
H -5.6435 1.3688 -8.9981
H -4.0840 -9.3372 5.7336
H 3.3012 0.3848 -9.0654
H -2.1973 -5.3050 6.4120
H 8.6360 11.2588 0.0918
H 4.3793 6.0970 -0.5796
H 5.3360 9.3365 1.3322
H 4.9026 -0.5941 -5.3183
H 2.3261 -1.9924 -8.3775
H 4.3237 9.6871 -1.1963
H -2.8603 -0.2559 -6.9090
H -3.8908 -3.5636 8.3470
H 3.2802 -4.2783 -8.1058
H -5.9331 -6.2534 9.7647
H 4.6142 -5.7094 -5.7684
H -6.4210 -1.1820 -6.2673
H 5.9408 -2.9540 -5.1612
H -2.1252 2.6525 6.7123
H -5.3080 -7.6998 7.0337
H -4.0824 -4.4513 11.3119
H 0.9753 4.4835 -7.3678
H -2.1398 7.3816 4.8327
H -3.6756 7.1059 7.5242
H -5.5283 -0.3672 -9.3102
H 2.2553 3.0077 -5.1207
H 2.8048 0.6336 -4.8812
H 5.8723 10.8277 -3.6653
H 7.4622 11.7504 1.3987
H -0.8342 -5.6005 7.4805
H -6.8728 0.1523 -8.4851
H -4.6117 5.6792 6.9883
H 4.6283 11.6373 -2.6114
H -5.5089 -1.9420 -7.6746
H 5.5704 11.1458 -0.1297
H -1.4458 -4.9942 -2.2906
H -1.5009 7.6632 6.5270
H -4.6591 0.1447 -4.6373
H -0.9142 -6.4787 -0.6261
H -5.8813 -6.8525 5.6123
H -2.9089 2.2430 -4.6869
H 5.0868 8.4998 -2.2992
H 5.0890 -5.6229 -7.5063
H -1.9207 -4.2250 7.7104
H -3.3200 5.6993 4.2610
H -2.8570 -8.7252 4.7554
H -2.5603 -4.3650 10.4196
H -4.9582 2.2224 -6.7451
H 2.4046 4.8813 -8.2219
H 4.2132 10.4091 -3.8100
H -2.3758 -4.1941 -0.9975
H 0.3480 -3.5342 1.3574
H 2.4993 2.8570 -9.2660
H -4.9718 1.9050 -4.2893
H -6.3524 1.3696 -6.2747
H -4.5528 -8.5371 4.2238
H 7.3819 8.3875 -2.6881

Cartesian forces (eV/Å) of the 6 atoms listed first:
S 1.0 -2.1 -1.9
S 3.0 -1.8 -2.1
S 0.2 -2.2 -0.5
S 0.2 1.1 1.9
F 0.5 0.6 0.3
F -0.1 -1.3 1.4

Net charge: +3
Orbital gap: 0.0301 Eh
E: -6300.4966 a.u.